A 8-piece molecular cluster, C33H89N7O9 overall at a distorted geometry. Source: the Open Molecules 2025 dataset; level of theory: wB97M-V/def2-TZVPD.

Geometry as XYZ:
```
138
Properties=species:S:1:pos:R:3:forces:R:3
C 6.519472 0.650833 3.050699 -1.2 -0.7 -1.9
O 5.399595 -0.201906 3.347557 0.4 -0.6 1.7
C 4.855613 -1.016226 2.335854 0.1 -0.4 -1.4
C 4.126199 -2.378839 2.722052 0.8 1.4 -1.2
C 3.721415 -3.215546 1.484237 0.2 0.9 0.2
N 2.966834 -2.077876 3.496268 -0.6 0.0 1.4
H 6.102796 1.423763 2.404897 0.3 0.6 0.1
H 7.226352 0.124886 2.408988 0.3 -0.3 0.1
H 7.054949 1.088073 3.893421 -0.6 -0.4 0.3
H 4.214332 -0.400864 1.704838 -1.0 0.2 0.2
H 5.579092 -1.259928 1.557852 0.8 -0.4 0.2
H 4.872682 -2.983418 3.237173 -0.2 0.1 0.7
H 4.586729 -3.673792 1.005328 -0.2 -0.2 -0.1
H 3.158963 -2.604627 0.778174 0.3 0.1 -0.2
H 2.984907 -3.939270 1.833343 0.3 -0.4 -0.1
H 2.403371 -2.899753 3.661021 0.0 -0.1 0.1
H 2.345849 -1.388073 3.097974 0.3 0.2 -0.3
C -1.308241 -0.447116 -4.036376 1.1 -0.1 -0.8
O -0.002179 -0.253851 -4.622990 0.6 1.0 0.8
C 0.891930 0.742539 -3.962187 1.1 -2.0 -1.0
C 2.352226 0.505295 -4.643397 1.7 1.8 0.8
C 3.599550 1.002032 -3.766642 -0.6 -0.2 -0.8
N 2.452164 1.256706 -5.908894 -2.0 0.5 -0.1
H -1.753847 -1.376990 -4.389764 0.7 -0.5 -0.1
H -2.017304 0.255597 -4.474025 0.0 0.8 0.9
H -1.162227 -0.544933 -2.960633 -0.7 0.6 0.0
H 0.511198 1.763810 -3.949906 0.0 0.2 -1.2
H 0.984026 0.616592 -2.883419 0.0 -1.1 0.2
H 2.616286 -0.525525 -4.879603 -1.0 -0.5 0.6
H 3.638812 2.077331 -3.592609 -0.9 0.0 0.7
H 4.517546 0.967222 -4.353302 0.0 -0.7 -0.5
H 3.794779 0.377994 -2.894537 -0.3 0.3 0.2
H 1.611091 0.964791 -6.385848 -0.3 0.4 -0.5
H 3.177511 1.092178 -6.592200 0.6 -0.6 0.7
C -0.056858 7.043342 3.977883 0.9 -0.9 0.2
O -0.973805 6.778196 2.925416 1.0 1.2 0.6
C -1.465522 5.479976 2.762232 -0.8 0.1 -0.9
C -2.553688 5.622349 1.674912 -1.4 1.0 -0.4
C -3.805574 6.386945 2.202062 1.5 -0.9 0.5
N -2.918046 4.326457 1.104132 0.6 -0.3 0.6
H -0.490297 7.213790 4.963363 -0.5 0.1 -0.1
H 0.669053 7.833089 3.784340 -0.8 0.7 -0.6
H 0.683679 6.255083 4.113405 -0.3 -0.9 0.0
H -0.717126 4.777313 2.395800 0.5 0.0 -0.1
H -1.866861 5.058485 3.683853 -0.2 0.0 0.2
H -2.209096 6.281047 0.877753 0.9 0.1 0.0
H -4.577166 6.509148 1.441921 0.1 -0.1 0.1
H -3.434310 7.344920 2.566149 -0.3 0.1 -0.1
H -4.121466 5.790432 3.057913 -0.7 0.2 0.0
H -3.241904 4.416836 0.151741 -0.4 0.3 0.0
H -2.022637 3.878425 0.971440 0.1 -0.8 -0.1
C -5.542795 -0.445370 6.780541 0.7 0.7 -1.8
O -5.023097 -1.264816 5.669326 0.7 -0.1 1.2
C -4.259746 -0.516027 4.742908 -0.4 2.5 0.1
C -3.394603 -1.192511 3.698634 -0.7 -2.1 1.9
C -2.163029 -1.855422 4.356414 0.2 -0.3 -0.9
N -2.964539 -0.363812 2.625827 0.2 2.3 0.6
H -4.800317 0.260589 7.152607 0.5 -0.2 0.0
H -5.919603 -0.984517 7.649707 0.0 -0.6 -0.7
H -6.276715 0.214894 6.318475 -0.6 -0.1 0.3
H -4.922309 0.179275 4.227486 -0.8 -0.1 -0.6
H -3.610972 0.253235 5.161764 0.4 -0.1 1.2
H -4.115639 -1.864762 3.233557 0.5 -1.0 0.0
H -1.505184 -1.224262 4.953874 -0.6 0.8 0.2
H -1.489225 -2.083399 3.530517 0.0 -0.8 -0.1
H -2.369854 -2.713664 4.995735 -0.2 -0.1 -0.4
H -3.669663 0.349717 2.508458 -1.1 -0.1 -0.8
H -2.302212 0.316595 2.970012 1.2 -0.2 0.4
C -7.787332 -1.574385 -0.269691 0.3 -0.3 1.5
O -6.631179 -0.754599 -0.442858 -1.2 -1.2 -0.8
C -5.375327 -1.177597 0.104637 -1.2 2.0 -0.8
C -4.365350 -0.417081 -0.731473 0.6 -1.2 1.1
C -4.206771 -0.861943 -2.150697 -1.0 0.3 -1.2
N -3.095748 -0.755456 -0.119629 1.8 0.5 -0.3
H -8.680036 -1.289930 -0.826695 0.6 0.4 -0.6
H -8.127267 -1.515392 0.764263 0.0 0.2 0.4
H -7.603759 -2.642655 -0.384632 0.3 -0.1 -0.6
H -5.355390 -0.733380 1.099808 0.3 -0.5 0.4
H -5.079661 -2.226628 0.119425 -0.8 -0.4 -0.1
H -4.621267 0.641193 -0.679785 0.3 0.1 0.1
H -3.772881 -1.858129 -2.236971 0.3 0.1 0.1
H -3.608634 -0.106371 -2.660049 0.4 -0.3 0.0
H -5.134064 -0.903418 -2.722108 -0.3 0.1 0.2
H -3.030398 -1.758234 -0.018293 0.0 -0.3 -0.4
H -2.903579 -0.465955 0.828716 -0.5 0.4 0.0
C 3.997687 -5.088832 -4.415210 0.3 0.1 -0.6
O 3.957600 -5.824420 -3.179375 0.3 0.4 -1.6
C 4.470132 -7.140355 -3.370270 -0.9 -0.7 1.1
C 4.534587 -7.800211 -1.989535 0.9 3.5 2.9
C 5.394378 -6.900083 -1.033338 1.8 0.0 0.0
N 4.997428 -9.118639 -1.966952 1.0 -2.0 -1.0
H 4.963417 -5.004744 -4.913608 0.8 -0.8 0.5
H 3.795400 -4.019241 -4.359212 -0.8 -0.2 1.0
H 3.386206 -5.519776 -5.207980 -0.6 -0.2 0.3
H 3.784888 -7.832340 -3.859853 -0.5 0.4 -1.0
H 5.398230 -7.113889 -3.941270 0.3 -0.1 0.4
H 3.622790 -7.753924 -1.394063 -1.2 0.4 -1.1
H 6.451928 -6.840752 -1.290538 0.3 -0.5 -0.8
H 5.515743 -7.273919 -0.016662 -0.8 -0.3 0.2
H 5.207941 -5.827802 -0.973877 -1.1 -0.2 -0.1
H 4.895875 -9.581899 -1.075223 0.1 0.3 0.2
H 4.458113 -9.680728 -2.609840 0.0 -0.2 -0.2
C -1.113187 2.297627 -1.422386 0.0 -0.3 0.6
O -0.909920 2.416073 -0.037855 -0.1 0.2 1.5
C 0.308903 1.925208 0.488186 0.1 -1.3 -0.4
C 0.322420 0.405646 0.857509 1.2 0.4 0.2
N 0.134564 -0.431474 -0.261309 0.4 -0.4 -1.3
C 0.459923 -1.887391 -0.205633 -0.9 1.9 -0.4
C 0.186904 -2.406069 -1.612330 -0.1 -1.4 0.6
O 0.445282 -3.804395 -1.669993 -1.2 0.2 -0.6
C 1.752500 -4.237423 -1.768029 0.9 -0.8 0.4
H -0.220997 2.622511 -1.957672 0.0 0.1 -0.3
H -1.970565 2.943622 -1.611337 0.1 -0.1 -0.4
H -1.341534 1.254886 -1.642934 -0.2 0.2 -0.6
H 0.607432 2.470293 1.383665 -0.4 0.3 0.0
H 1.039660 2.118241 -0.297194 0.6 -0.3 0.1
H -0.326281 0.132143 1.689664 -0.4 0.4 0.4
H 1.339233 0.153762 1.158744 0.3 0.5 0.6
H -0.746643 -0.158992 -0.672817 -0.4 -1.2 -0.1
H -0.176162 -2.438871 0.486733 -0.4 -0.2 0.1
H 1.464443 -2.080928 0.170646 0.2 0.5 -0.4
H 0.649164 -1.898510 -2.458980 0.4 0.3 0.3
H -0.893328 -2.339250 -1.741656 -0.1 0.1 -0.2
H 2.439364 -3.606398 -2.332051 -0.1 0.4 0.0
H 1.792936 -5.222310 -2.233299 -0.3 0.1 -0.2
H 2.155512 -4.419483 -0.771774 0.4 0.3 0.2
C 0.157740 5.490079 -1.535045 -0.7 -1.3 0.2
C 0.203804 6.979678 -1.482447 0.3 0.8 1.3
C -0.947150 7.761977 -2.162014 0.7 0.4 0.4
O 0.453309 7.540570 -0.103753 -0.8 0.3 -2.0
H 0.441260 5.127368 -2.523053 -0.1 0.2 -0.2
H -0.808748 5.036299 -1.315783 -0.2 0.2 0.2
H 0.867603 5.007937 -0.862939 0.2 0.2 0.2
H 1.082358 7.164988 -2.100433 0.3 0.8 0.3
H -0.671606 8.816099 -2.130349 0.3 0.1 -0.3
H -1.948541 7.808797 -1.734097 0.1 -0.9 0.4
H -1.016232 7.456608 -3.206080 0.0 0.0 0.0
H 0.741536 6.939909 0.587427 -0.1 -0.6 -0.5
```
Forces are in eV/Å.

Calculated values
- SMILES string = COC[C@H](C)N.COC[C@H](C)N.COC[C@H](C)N.COC[C@H](C)N.COC[C@H](C)N.COC[C@H](C)N.COCCNCCOC.CC(C)O
- charge = 0

Atom charges from the Löwdin analysis, given in e for atoms 1 to 4:
1. C -0.085
2. O -0.190
3. C -0.203
4. C -0.410

C36H35CsI2N12O4S5 as an isolated structure. Source: the Open Molecules 2025 dataset; level of theory: wB97M-V/def2-TZVPD.

Geometry as XYZ:
```
95
Properties=species:S:1:pos:R:3:forces:R:3
Cs -0.649705 0.093979 -0.645382 0.1 -0.7 -0.1
C 0.838541 2.181546 3.898895 0.0 0.3 -0.1
C -0.164901 1.559317 2.923543 -0.3 -0.2 0.1
O 0.003984 1.727320 1.709378 0.2 0.2 0.0
C -1.151793 0.739083 3.533653 0.0 0.0 0.1
C -2.192078 -0.009026 2.954708 -0.1 0.0 0.0
C -2.616408 -1.254100 3.690183 0.1 0.0 0.0
N -2.870812 0.321620 1.859709 0.0 -0.2 0.0
N -2.853919 1.656320 1.511623 -0.1 0.1 0.1
C -3.069315 1.974881 0.264131 -0.1 0.0 -0.2
O -3.197797 1.215821 -0.744437 -0.3 0.1 0.2
C -3.116669 3.463716 0.016010 0.0 0.0 0.1
C -3.258321 3.919862 -1.289398 0.0 0.0 0.0
C -3.285626 5.281035 -1.565578 0.0 0.0 0.0
C -3.168674 6.202749 -0.535699 0.0 0.0 0.0
C -3.021105 5.752484 0.772274 0.0 0.0 0.0
C -2.994898 4.394376 1.046788 0.0 0.0 0.0
H 1.453004 1.423556 4.383097 0.0 0.0 0.0
H 0.322597 2.738163 4.684027 0.0 0.0 0.0
H 1.496528 2.850507 3.344093 0.0 0.0 0.0
H -0.954448 0.497821 4.573935 0.0 0.0 0.0
H -2.072720 -1.319322 4.631607 0.0 0.0 0.0
H -2.389145 -2.147093 3.105714 0.0 0.0 0.0
H -3.689279 -1.262203 3.880300 0.0 0.0 0.0
H -3.332674 3.184574 -2.080401 0.0 0.0 0.0
H -3.389315 5.621820 -2.589326 0.0 0.0 0.0
H -3.184328 7.265496 -0.749164 0.0 0.0 0.0
H -2.920627 6.467578 1.581030 0.0 0.0 0.0
H -2.870572 4.022110 2.054842 0.0 0.0 0.0
N 1.700104 -3.323475 -2.502447 0.0 0.0 0.0
C 1.117583 -2.577108 -3.493912 -0.1 0.0 0.0
N -0.085956 -2.101696 -3.434112 0.0 0.0 0.0
C -0.413828 -1.447477 -4.600057 0.0 0.0 0.0
C 0.550270 -1.426576 -5.554937 0.0 0.0 0.0
S 1.945851 -2.263339 -4.990622 0.0 0.0 0.0
C -1.739643 -0.820955 -4.724010 0.1 -0.1 0.1
C -2.301460 -0.414773 -5.889686 0.0 0.0 0.0
S -3.847964 0.289920 -5.571495 0.0 0.0 -0.1
C -3.615898 -0.038248 -3.869314 0.0 -0.1 0.1
N -2.489287 -0.625113 -3.585234 0.0 0.3 -0.2
N -4.560691 0.262493 -2.948507 0.0 0.0 0.0
H 1.290555 -3.137788 -1.591410 0.0 0.0 0.0
H 2.698975 -3.192902 -2.434614 0.0 0.0 0.0
H 0.537249 -0.920597 -6.504991 0.0 0.0 0.0
H -1.913681 -0.511452 -6.888925 0.0 0.0 0.0
H -5.306305 0.868798 -3.242699 0.0 0.0 0.0
H -4.197335 0.458497 -2.008330 0.0 0.0 0.0
N 4.994196 4.917284 1.696784 0.0 0.0 0.0
C 4.476617 3.885709 0.885035 0.0 0.0 0.0
C 5.336046 3.066298 0.154961 0.0 0.0 0.0
C 4.827626 2.069336 -0.660235 0.0 0.0 0.0
C 3.457246 1.889316 -0.766165 -0.1 0.0 0.0
C 2.593159 2.716736 -0.059931 0.0 -0.1 0.0
C 3.103046 3.706214 0.765107 0.0 0.0 0.0
S 2.775049 0.629506 -1.828745 0.2 0.0 0.3
O 3.801874 0.288931 -2.790122 0.0 0.1 0.0
O 1.549871 1.231698 -2.321747 0.2 -0.3 -0.1
N 2.344658 -0.646333 -0.954693 0.2 0.3 -0.2
C 3.258569 -1.351511 -0.269033 0.0 0.0 -0.1
N 2.852862 -2.586290 0.141093 0.0 0.0 -0.1
C 3.680263 -3.286208 0.887467 0.0 0.0 0.0
C 4.941344 -2.837763 1.263650 0.0 0.0 0.0
C 5.290199 -1.594102 0.758346 0.0 0.0 0.0
N 4.493346 -0.859819 0.006772 0.0 0.0 0.0
H 5.900395 4.694790 2.080647 0.0 0.0 0.0
H 4.359051 5.183406 2.434671 0.0 0.0 0.0
H 6.408765 3.212176 0.231827 0.0 0.0 0.0
H 5.483189 1.416935 -1.219131 0.0 0.0 0.0
H 1.520699 2.595543 -0.136634 0.1 0.0 0.0
H 2.420656 4.340178 1.320758 0.0 0.0 0.0
H 3.320683 -4.261861 1.209600 0.0 0.0 0.0
H 5.606243 -3.423003 1.882105 0.0 0.0 0.0
H 6.267796 -1.163524 0.969865 0.0 0.0 0.0
C -3.061963 -3.564889 -2.159163 0.0 0.0 0.0
C -2.403284 -4.138344 -0.952746 -0.2 0.0 -0.1
N -1.750452 -3.459617 -0.068222 0.1 0.1 -0.1
C -1.302792 -4.258760 0.953223 0.0 -0.1 0.0
C -1.615677 -5.577912 0.842346 0.0 0.0 0.0
S -2.524214 -5.830959 -0.584488 0.0 0.0 0.0
C -0.496336 -3.661396 2.021220 0.0 0.0 0.0
C -0.304400 -4.171732 3.267365 0.0 0.0 -0.1
S 0.799002 -3.183325 4.127217 0.0 0.0 0.1
C 0.929837 -2.140033 2.745033 -0.1 0.0 -0.1
N 0.188706 -2.498339 1.751163 0.0 0.0 0.0
C 1.859461 -0.977208 2.730164 0.0 0.0 0.0
H -2.863072 -2.496810 -2.204630 0.0 0.0 0.0
H -4.140225 -3.728161 -2.111248 0.0 0.0 0.0
H -2.663116 -4.016245 -3.069973 0.0 0.0 0.0
H -1.331058 -6.379434 1.503364 0.0 0.0 0.0
H -0.774714 -5.036688 3.704122 0.0 0.0 0.0
H 2.892896 -1.317730 2.629133 0.0 0.0 0.0
H 1.766619 -0.410365 3.651840 0.0 0.0 0.0
H 1.617305 -0.333730 1.884620 0.0 0.0 0.1
I -4.407782 -1.070181 1.074989 0.0 0.1 0.0
I -6.546254 -3.223983 0.197564 0.1 0.1 0.0
```
Forces are in eV/Å.

Calculated values
- charge = -2

Atom charges from the Löwdin analysis, given in e for atoms 1 to 4:
1. Cs 1.029
2. C -0.033
3. C -0.523
4. O -0.151

A 3-piece molecular cluster, C22H36BrF14NO11PS3 overall at a distorted geometry. Source: the Open Molecules 2025 dataset; level of theory: wB97M-V/def2-TZVPD.

Geometry as XYZ:
```
89
Properties=species:S:1:pos:R:3:forces:R:3
C 3.086989 2.153211 2.031014 0.4 -0.6 0.1
C 2.769836 0.697072 2.427245 -0.3 0.7 -0.4
C 1.418840 0.558842 3.090095 0.7 0.2 0.5
O 0.357167 1.279675 2.421241 0.0 -0.6 0.2
C -0.257351 0.707853 1.353932 0.4 0.3 -1.9
S -1.133620 -0.893301 1.679254 -2.0 0.1 1.8
O -1.514502 -0.836565 3.059483 0.7 0.0 0.1
O -2.228347 -0.991527 0.757129 0.8 0.1 -0.7
C 0.036395 -2.358294 1.501274 0.5 -0.5 0.2
F 1.297728 -1.906484 1.354896 -0.3 0.1 0.0
F -0.030424 -3.004713 2.670793 0.0 0.2 -0.5
C -0.281907 -3.331364 0.308613 0.6 -0.2 0.0
F 0.907390 -3.870168 -0.026638 -0.1 0.0 0.1
F -0.723674 -2.647942 -0.758331 0.0 -0.1 0.4
C -1.215580 -4.536318 0.619071 -0.4 -0.3 -0.6
F -0.624835 -5.385011 1.474924 -0.1 0.5 0.1
F -1.365877 -5.174138 -0.560026 0.1 0.1 0.1
C -2.649839 -4.208726 1.103350 -0.4 -0.9 -0.2
F -3.260133 -5.380617 1.336412 0.2 0.7 0.0
F -2.629171 -3.502518 2.234007 -0.1 0.1 -0.2
F -3.315763 -3.556352 0.144195 0.3 -0.1 0.6
C 0.469115 0.587960 0.027864 0.0 0.6 -0.9
C -0.439603 1.173933 -1.186623 0.7 -1.5 2.7
O -0.990744 0.044934 -1.782637 -0.1 0.5 -0.8
C 0.574927 1.898162 -2.043354 -0.6 -0.4 -1.5
Br -0.294078 2.938772 -3.451388 0.2 0.2 0.1
C 1.569874 0.918195 -2.702841 0.5 0.6 0.5
C 3.011290 1.291538 -2.353833 -0.5 -0.1 -0.4
C -1.404405 2.084691 -0.388384 0.6 1.3 -0.8
C -2.776748 2.457811 -1.003607 -0.2 -0.4 -0.3
F -2.803233 1.975918 -2.265992 -0.3 0.0 0.2
F -2.929959 3.786563 -1.075697 0.1 -0.3 0.3
C -4.011156 1.826690 -0.316336 -0.8 0.5 -0.9
F -5.108719 2.260746 -0.945822 0.5 -0.3 0.5
F -3.935821 0.490949 -0.436290 -0.1 0.5 0.2
F -4.087604 2.160440 0.975977 -0.1 -0.3 0.0
N -1.371860 1.710417 1.051600 -0.3 -0.9 1.6
P -1.254434 3.227634 2.115635 -0.5 1.6 0.3
O -2.277214 4.165803 1.671004 -0.2 -0.1 -0.3
H 2.429138 2.877251 2.491452 -0.2 0.2 0.1
H 4.100539 2.381115 2.326226 0.2 0.2 0.1
H 3.080081 2.261862 0.955236 -0.2 0.3 -0.3
H 2.860619 0.070150 1.548863 0.1 -0.3 -0.1
H 3.497589 0.372487 3.155571 0.2 -0.4 0.2
H 1.142892 -0.467026 3.295083 -0.3 -0.2 -0.2
H 1.503464 1.031883 4.057957 -0.3 0.3 0.2
H 1.423702 1.094121 0.070260 0.1 0.2 0.2
H 0.664387 -0.414454 -0.312734 0.1 -0.4 0.2
H -1.884491 -0.115318 -1.472043 -0.2 -0.1 0.0
H 1.093568 2.635403 -1.452200 0.1 0.2 0.3
H 1.459765 0.992392 -3.771137 -0.2 -0.2 -0.3
H 1.368081 -0.098299 -2.399787 -0.2 -0.3 0.0
H 3.207291 1.165534 -1.296252 0.2 0.1 0.3
H 3.191698 2.314050 -2.663732 0.2 0.3 0.1
H 3.693472 0.666221 -2.913002 0.2 -0.2 0.0
H -0.869064 3.034523 -0.413490 -0.1 0.3 0.0
H -2.223805 1.280681 1.450023 -0.3 0.2 -0.7
H -1.489764 2.793096 3.423919 0.4 -0.5 -0.1
H 0.034198 3.735099 1.905349 0.2 -0.6 0.0
O 3.574142 -8.243929 4.180254 0.1 0.2 0.0
S 3.748694 -8.937225 2.941304 -0.2 -0.3 -0.1
O 4.744176 -8.506065 2.011405 0.1 0.1 0.1
O 2.339588 -8.999928 2.198039 0.0 -0.1 0.0
C 1.636821 -7.757827 2.022188 -0.3 0.5 -0.1
C 2.206368 -6.925381 0.890400 0.4 -0.1 0.0
C 3.928581 -10.661301 3.235203 0.0 0.0 0.0
H 1.631911 -7.203391 2.962675 0.1 -0.1 0.0
H 0.606938 -8.033382 1.802699 0.0 -0.2 0.0
H 3.208257 -6.568770 1.127204 0.0 0.0 0.0
H 1.573096 -6.064490 0.706845 -0.1 0.0 0.0
H 2.277423 -7.514097 -0.023825 -0.1 0.0 0.0
H 3.142562 -10.986218 3.910411 0.0 0.0 0.0
H 4.906188 -10.807125 3.688134 0.0 0.1 0.0
H 3.872122 -11.184649 2.284877 0.0 0.0 0.0
O -0.678403 6.222384 -2.966037 0.0 -0.1 0.2
S -1.116571 7.566097 -3.211410 0.0 0.2 -0.4
O -1.657303 8.344705 -2.143827 0.0 -0.1 0.2
O -2.138867 7.549199 -4.425289 0.1 0.0 0.0
C -3.261013 6.642854 -4.350888 -0.5 -0.3 0.1
C -4.358179 7.151310 -3.437315 0.2 0.1 0.2
C 0.161401 8.476078 -4.006787 0.0 0.0 -0.1
H -2.913426 5.653786 -4.046361 0.1 0.1 0.0
H -3.628272 6.559756 -5.371284 0.2 0.1 -0.1
H -4.035667 7.163620 -2.397039 0.0 0.0 0.0
H -5.235091 6.508986 -3.517450 0.0 0.0 -0.1
H -4.639478 8.168473 -3.706801 0.0 0.0 -0.1
H 0.543446 7.892538 -4.839307 0.0 0.0 0.0
H 0.941379 8.645855 -3.268479 0.0 0.0 0.0
H -0.247134 9.423596 -4.346313 0.0 0.0 0.0
```
Forces are in eV/Å.

Calculated values
- charge = +1

Atom charges from the Löwdin analysis, given in e for atoms 1 to 4:
1. C -0.063
2. C -0.196
3. C -0.138
4. O -0.148

DFT total energy (computed, eV): -64512.278; -134902.717; -197282.785
HOMO-LUMO gap (computed, eV): 8.8; 5.7; 9.0
LUMO energy (computed, eV): 0.461; 3.472; -3.243